[1]
Computed, not measured: a 2-piece molecular cluster, C5H10O overall, with ωB97M-V/def2-TZVPD.

Output
LUMO level = 0.8 eV
net charge = 0
SMILES = C[C@H]1CC1=O.C
E_tot = -271.664147 Ha
energy above the lowest of the compared OMol25 structures with the same formula, charge and spin = 2.4074 eV
HOMO energy = -9.13 eV

Element x y z (Å)
1 C -0.5483 -1.8333 0.4871
2 C -0.3116 -1.2613 -0.8856
3 C -0.8368 0.1538 -1.2856
4 C 0.5983 -0.1450 -1.1712
5 C 0.8223 1.9542 1.1850
6 O 1.7150 0.1886 -1.4287
7 H -1.5409 -2.2814 0.5575
8 H 0.1823 -2.6084 0.7414
9 H -0.4798 -1.0461 1.2371
10 H -0.3552 -1.9873 -1.6892
11 H -1.2234 0.2982 -2.2921
12 H -1.3324 0.7369 -0.5192
13 H 1.2885 2.7391 1.7949
14 H 0.7305 1.0803 1.8502
15 H -0.2377 2.3558 1.1357
16 H 1.5293 1.6559 0.2826

***

[2]
Computed, not measured: a 2-piece molecular cluster, C3H8N3 overall, with ωB97M-V/def2-TZVPD.

Output
LUMO level = -4.3 eV
net charge = +1
E_tot = -283.023388 Ha
energy above the lowest of the compared OMol25 structures with the same formula, charge and spin = 3.8198 eV
HOMO energy = -14.51 eV

Element x y z (Å)
1 C -1.6481 -0.7150 -0.0846
2 C -0.1307 -1.0009 -0.1104
3 C 2.3307 0.7886 0.1229
4 N -0.4682 1.2416 0.0554
5 N -1.6433 0.7465 0.0574
6 N 0.3920 0.3543 -0.0674
7 H -2.1442 -0.9999 -1.0135
8 H -2.1709 -1.1752 0.7534
9 H 0.2257 -1.5652 0.7562
10 H 0.2031 -1.5041 -1.0194
11 H 2.7555 -0.0120 -0.4573
12 H 2.4289 0.7311 1.1941
13 H 2.3292 1.7729 -0.3125
14 H -2.4595 1.3374 0.1257

***

[3]
Computed, not measured: C4H6N2O as an isolated structure, with ωB97M-V/def2-TZVPD.

Output
LUMO level = 0.5 eV
net charge = 0
E_tot = -340.698197 Ha
energy above the lowest of the compared OMol25 structures with the same formula, charge and spin = 2.6317 eV
HOMO energy = -9.20 eV

Element x y z (Å)
1 C -1.9756 -0.4750 0.2983
2 C -0.5635 -0.1117 -0.0270
3 C -0.1190 0.7478 -1.0380
4 N 1.2287 0.8376 -1.0039
5 C 1.5454 0.0386 0.1243
6 O 2.8164 -0.3982 0.2857
7 N 0.4761 -0.5578 0.6940
8 H -2.3540 0.1401 1.1222
9 H -2.0339 -1.5213 0.6079
10 H -2.6251 -0.3228 -0.5685
11 H -0.6969 1.3431 -1.7321
12 H 1.5113 1.3071 0.2169
13 H 2.7902 -1.0276 1.0202

***

[4]
Computed, not measured: a 2-piece molecular cluster, C4H12 overall, with ωB97M-V/def2-TZVPD.

Output
LUMO level = 1.1 eV
net charge = 0
SMILES = CC.CC
E_tot = -159.563191 Ha
energy above the lowest of the compared OMol25 structures with the same formula, charge and spin = 0.5927 eV
HOMO energy = -11.47 eV

Element x y z (Å)
1 C 1.0175 -0.4003 2.3291
2 C 2.1767 -0.0242 1.4283
3 H 0.1747 -0.8910 1.8109
4 H 1.2225 -1.2164 3.0345
5 H 0.8072 0.4800 2.9455
6 H 2.1362 -0.6287 0.5078
7 H 3.1665 0.0125 1.8867
8 H 1.9490 0.9687 1.0032
9 C -2.1387 -0.2942 -1.7930
10 C -1.0550 0.7880 -2.0278
11 H -3.1421 0.1184 -1.7229
12 H -2.0603 -1.1977 -2.3898
13 H -1.9856 -0.7326 -0.8058
14 H -0.3061 0.5111 -1.2872
15 H -1.3819 1.8181 -1.9127
16 H -0.5805 0.6884 -3.0069

***

[5]
Computed, not measured: one molecule with the formula C5H4O2, with ωB97M-V/def2-TZVPD.

Output
LUMO level = 0.1 eV
net charge = 0
SMILES = O[C@@]12C=C1C=CO2
E_tot = -343.206155 Ha
energy above the lowest of the compared OMol25 structures with the same formula, charge and spin = 5.0669 eV
HOMO energy = -8.86 eV

Element x y z (Å)
1 O 1.1588 -0.2721 -1.3844
2 C 0.0790 0.4272 -0.8933
3 O 0.3676 1.4742 0.0000
4 C 0.3761 0.8907 1.2206
5 C -0.0859 -0.3797 1.2358
6 C -0.6609 -0.7090 -0.0398
7 C -1.1775 -0.1542 -1.1525
8 H 0.7245 1.5106 2.0408
9 H -0.0843 -1.0365 2.0912
10 H 0.8173 -1.1670 -1.0369
11 H -1.5148 -0.5841 -2.0815

***

[6]
Computed, not measured: a 2-piece molecular cluster, C3H9N2 overall, with ωB97M-V/def2-TZVPD.

Output
LUMO level = -3.9 eV
net charge = +1
E_tot = -228.885633 Ha
energy above the lowest of the compared OMol25 structures with the same formula, charge and spin = 2.7531 eV
HOMO energy = -13.76 eV

Element x y z (Å)
1 C 1.6207 -1.1851 0.3076
2 C 2.5872 -0.4436 0.8093
3 N 0.2298 -1.2166 0.8100
4 H 1.7513 -1.8337 -0.5467
5 H 3.5761 -0.6298 0.4143
6 H 2.4489 0.3555 1.5258
7 H 0.1083 -0.7827 1.7299
8 H -0.4364 -0.7287 0.1953
9 H -0.0814 -2.1793 0.9247
10 C -2.0797 0.9607 -0.7775
11 N -2.1263 2.0346 -1.4336
12 H -1.5827 0.1054 -1.2374
13 H -2.5522 0.8581 0.2014
14 H -2.7458 2.6946 -0.9578

***

[7]
Computed, not measured: a 2-piece molecular cluster, C2H4N4S overall, with ωB97M-V/def2-TZVPD.

Output
LUMO level = -1.2 eV
net charge = 0
SMILES = c1nnn[nH]1.C=S
E_tot = -695.709097 Ha
energy above the lowest of the compared OMol25 structures with the same formula, charge and spin = 3.3423 eV
HOMO energy = -9.69 eV

Element x y z (Å)
1 C -0.6543 -1.1884 1.8191
2 C 0.7313 1.6976 -1.8593
3 N -1.6887 -1.6584 1.1445
4 N 0.2132 -0.6467 0.8789
5 N -1.5145 -1.3348 -0.1234
6 N -0.4238 -0.7706 -0.3331
7 S 1.7928 1.8815 -0.5320
8 H -0.2856 -1.3090 2.7390
9 H 0.1873 0.7813 -1.9420
10 H 0.7377 2.4349 -2.5388
11 H 0.9045 0.1125 0.7471

***

[8]
Computed, not measured: a 2-piece molecular cluster, C3H2N2O3 overall, with ωB97M-V/def2-TZVPD.

Output
LUMO level = -1.6 eV
net charge = 0
E_tot = -450.543663 Ha
energy above the lowest of the compared OMol25 structures with the same formula, charge and spin = 7.0644 eV
HOMO energy = -9.60 eV

Element x y z (Å)
1 C -0.6692 0.3037 0.0774
2 C -0.0323 1.4467 0.0189
3 C 1.4038 -0.3396 -0.1383
4 H -0.2215 2.4243 -0.2096
5 H 2.0654 1.7230 0.8361
6 N -1.9539 0.2969 -0.0053
7 N 1.2864 0.9475 -0.1319
8 O -2.5876 -0.7990 0.0504
9 O 2.3063 -1.0270 0.1049
10 O 0.1080 -0.8393 -0.0821

***

[9]
Computed, not measured: C14H8F3KNS as an isolated structure, with ωB97M-V/def2-TZVPD.

Output
LUMO level = 2.6 eV
net charge = -1
E_tot = -1890.823156 Ha
energy above the lowest of the compared OMol25 structures with the same formula, charge and spin = 0.1217 eV
HOMO energy = -4.24 eV

Element x y z (Å)
1 K 0.0203 -0.5165 -0.2447
2 S -2.1994 0.8939 1.4692
3 C -1.3728 -0.1082 2.6366
4 C -1.8062 -0.1850 3.9831
5 C -1.1466 -0.9767 4.8890
6 C -0.0359 -1.7186 4.4824
7 C 0.3371 -1.6034 3.1614
8 N -0.2918 -0.8352 2.2624
9 H -2.6696 0.4003 4.2691
10 H -1.4892 -1.0236 5.9173
11 H 0.5144 -2.3545 5.1617
12 H 1.1943 -2.1550 2.7863
13 F 8.1290 1.9772 1.2055
14 C 7.8900 1.8678 -0.1221
15 F 7.8698 3.1358 -0.5976
16 F 8.9731 1.2717 -0.6614
17 C 6.6213 1.1308 -0.4144
18 C 5.4233 1.6150 0.0992
19 C 4.2386 0.9508 -0.1583
20 C 4.2084 -0.2187 -0.9343
21 C 5.4272 -0.6820 -1.4445
22 C 6.6177 -0.0196 -1.1875
23 C 2.9888 -0.9299 -1.1983
24 C 2.0052 -1.6356 -1.4501
25 H 5.4178 2.5127 0.7060
26 H 3.3095 1.3318 0.2447
27 H 5.4202 -1.5778 -2.0505
28 H 7.5456 -0.4016 -1.5913

***

[10]
Computed, not measured: a 2-piece molecular cluster, C4H9NO2 overall, with ωB97M-V/def2-TZVPD.

Output
LUMO level = 0.9 eV
net charge = 0
SMILES = C=C(C)N.O=CO
E_tot = -363.042471 Ha
energy above the lowest of the compared OMol25 structures with the same formula, charge and spin = 1.1718 eV
HOMO energy = -8.39 eV

Element x y z (Å)
1 C -1.0554 -1.2875 2.3648
2 C -0.2582 -0.9312 1.1358
3 C -0.1859 -1.7692 0.0957
4 N 0.3858 0.3170 1.1311
5 H -1.2403 -2.3561 2.3697
6 H -0.4953 -0.9967 3.2577
7 H -1.9760 -0.7033 2.4308
8 H 0.4308 -1.6700 -0.7841
9 H -0.6626 -2.7316 0.2409
10 H 0.4234 0.8279 1.9987
11 H -0.5183 1.3776 -0.4965
12 H 1.2370 0.2928 0.6026
13 O 1.4047 0.6962 -1.5517
14 C 0.4812 1.2412 -2.0859
15 O -0.6263 1.6188 -1.4588
16 H 0.4512 1.4498 -3.1622

***

[11]
Computed, not measured: a 2-piece molecular cluster, C2H2ClO2 overall, with ωB97M-V/def2-TZVPD.

Output
LUMO level = -5.5 eV
net charge = +1
E_tot = -687.708065 Ha
energy above the lowest of the compared OMol25 structures with the same formula, charge and spin = 0.5381 eV
HOMO energy = -16.10 eV

Element x y z (Å)
1 C 0.6168 1.2082 0.2365
2 C -0.7790 -1.5130 -0.1511
3 O -0.3650 -1.9169 0.8206
4 O -0.0620 0.4683 -0.4569
5 Cl -1.3131 -1.3496 -1.5820
6 H 1.0047 2.1576 -0.0994
7 H 0.8976 0.9453 1.2324

***

[12]
Computed, not measured: a 2-piece molecular cluster, C3H11N2O overall, with ωB97M-V/def2-TZVPD.

Output
LUMO level (alpha / beta) = -10.3 / -14.6 eV
2S+1 = 2
net charge = +2
E_tot = -304.876480 Ha
energy above the lowest of the compared OMol25 structures with the same formula, charge and spin = 2.0967 eV
HOMO energy (alpha / beta) = -18.76 / -18.76 eV

Element x y z (Å)
1 C -1.8251 0.8080 1.5383
2 C -0.7765 -0.2566 1.1902
3 N 1.6921 1.4537 -0.8873
4 C 0.8524 1.2805 0.0974
5 N 0.1309 0.1304 0.1479
6 H -1.3405 1.7579 1.8166
7 H -2.3074 1.1282 0.6151
8 H -2.5000 0.5697 2.3582
9 H -0.1033 -0.4607 2.0665
10 H -1.2483 -1.1847 0.8776
11 H 1.6370 0.8189 -1.6887
12 H 2.1890 2.3460 -0.9876
13 H 1.0454 1.8099 1.0315
14 H 0.1153 -0.5757 -0.6171
15 H -0.2759 -2.5792 -2.5831
16 H 0.4609 -3.6080 -1.7530
17 O -0.0471 -2.7889 -1.6666

***

Number 1: maximum force 2.99 eV/Å. Number 2: maximum force 4.45 eV/Å. Number 3: maximum force 0.33 eV/Å. Number 4: maximum force 1.76 eV/Å. Number 5: maximum force 2.29 eV/Å. Number 6: maximum force 0.77 eV/Å. Number 7: maximum force 6.30 eV/Å. Number 8: maximum force 11.11 eV/Å. Number 9: maximum force 0.64 eV/Å. Number 10: maximum force 0.93 eV/Å. Number 11: maximum force 2.80 eV/Å. Number 12: maximum force 2.54 eV/Å.